# C30H53FNO35S9

9 unconnected molecules or ions with the total composition C30H53FNO35S9 (ωB97M-V with the def2-TZVPD basis set, the Open Molecules 2025 dataset).

Total charge = +1
Orbital gap = 7.72 eV
LUMO level = -4.64 eV
Max |F| = 4.9 eV/A
E = -7545.9917 a.u.

Last column: Mulliken charge in e.
CARTESIAN COORDINATES (ANGSTROEM)
S 1.76 -0.50 8.25  0.934
S 3.55 -0.89 -5.05  1.117
S 7.68 4.70 -4.54  1.076
S -6.49 5.10 -6.19  1.116
S -2.34 3.79 6.13  1.085
S 6.47 -4.24 5.22  1.063
S -1.63 1.01 -5.17  -0.044
S 2.62 0.54 3.53  0.999
S -2.79 -1.14 2.91  1.232
F -1.62 -5.63 -1.98  -0.409
O 3.05 -0.66 -3.73  -0.542
O 2.72 -0.82 2.66  -0.360
O -2.71 -3.04 -5.68  -0.354
O -2.81 3.35 4.85  -0.516
O -4.01 -0.66 2.30  -0.570
O 7.41 -4.54 6.51  -0.317
O -5.27 4.79 -5.17  -0.321
O 7.11 3.37 -3.80  -0.325
O -3.98 -1.19 -6.43  -0.476
O 3.00 1.64 2.69  -0.652
O 1.24 -2.02 8.44  -0.338
O 5.51 -3.24 5.58  -0.434
O 1.40 0.51 4.27  -0.303
O -6.39 3.73 -7.06  -0.346
O 2.51 -0.13 9.42  -0.574
O -1.83 5.33 5.99  -0.314
O 6.11 -5.49 4.63  -0.575
O 7.04 5.85 -3.98  -0.528
O 7.61 -3.54 4.29  -0.324
O 3.71 -2.49 -5.28  -0.319
O 4.74 -0.25 -5.55  -0.516
O 2.35 -0.64 -6.11  -0.259
O 9.11 4.57 -4.64  -0.522
O -0.90 3.11 6.41  -0.216
O 3.85 0.24 4.54  -0.279
O -2.71 -0.54 4.41  -0.375
O 7.04 4.42 -6.01  -0.325
O -7.72 5.08 -5.45  -0.534
O -2.43 -2.52 2.94  -0.588
O 2.28 -0.36 6.93  -0.313
O 0.32 0.23 8.33  -0.243
O -3.13 3.68 7.32  -0.571
O -3.06 2.32 -2.76  -0.499
O -1.55 -0.30 2.28  -0.245
O -6.11 6.19 -7.03  -0.535
N -2.50 -1.43 -3.81  0.665
C -5.27 2.34 -0.59  -0.504
C -3.90 0.20 -1.54  0.849
C -1.90 -4.20 -1.84  0.514
C -1.99 -3.79 -0.27  -0.974
C 8.78 -4.40 6.14  -0.355
C -2.48 0.04 -3.82  0.368
C -5.14 3.10 -6.79  -0.275
C -0.11 -2.00 8.91  -0.430
C 4.29 -1.11 4.37  -0.222
C 2.23 -1.78 -6.96  -0.389
C 2.63 -2.96 -6.09  -0.211
C -6.09 2.45 -1.97  -0.754
C 6.60 3.06 -6.07  -0.313
C -3.23 -3.76 -2.63  -1.005
C -1.82 -2.27 -4.83  -0.161
C 3.98 -1.45 2.92  -0.338
C -0.46 5.41 6.38  -0.400
C 0.13 4.04 6.07  -0.283
C -0.72 -0.75 8.30  -0.019
C -3.94 -2.35 -5.95  0.882
C -3.16 0.90 -2.71  -0.002
C -4.62 0.90 -0.30  -0.462
C -3.19 -2.15 -2.73  0.387
C -4.83 3.45 -5.34  0.101
C -1.52 0.23 4.56  0.061
C -1.21 0.77 3.17  0.114
C -5.29 -3.19 -5.64  -0.912
C 6.17 2.72 -4.66  -0.154
C 8.79 -3.32 5.07  -0.284
C -3.91 -1.38 -1.57  -1.095
H 0.34 3.94 5.00  0.216
H 5.35 -1.20 4.59  0.302
H -0.94 -3.68 -2.22  0.181
H -6.02 2.55 0.27  0.437
H -4.15 -4.02 -1.97  0.481
H 8.72 -2.32 5.51  0.265
H 5.17 3.12 -4.44  0.275
H -1.22 -4.38 0.35  0.405
H 6.17 1.64 -4.47  0.207
H -1.63 -2.69 -0.23  0.175
H 2.93 -1.65 -7.80  0.286
H -1.08 -1.70 -5.50  -0.019
H 1.22 -1.87 -7.35  0.361
H -0.41 0.39 -5.41  0.049
H -0.42 5.63 7.45  0.307
H -3.77 3.36 -5.11  0.226
H -1.59 -0.40 8.85  0.372
H -4.44 -1.98 -0.75  0.313
H -3.88 0.93 0.58  -0.093
H -1.85 1.63 2.93  0.251
H 9.12 -5.35 5.74  0.305
H -2.59 2.60 -1.95  0.307
H -0.72 -0.44 4.91  0.153
H -0.09 -1.93 10.01  0.305
H -7.19 2.68 -1.72  0.414
H -0.17 1.05 3.06  0.158
H 7.45 2.45 -6.38  0.335
H 9.39 -4.13 7.00  0.315
H -0.64 -2.90 8.62  0.339
H -4.40 3.52 -7.46  0.342
H 4.72 -1.02 2.24  0.299
H 5.79 2.95 -6.79  0.280
H -6.16 -2.75 -6.23  0.337
H -4.44 3.13 -0.46  0.280
H 1.04 3.84 6.64  0.355
H -5.21 2.02 -6.95  0.254
H -5.98 1.57 -2.68  0.236
H 2.95 -3.82 -6.68  0.328
H -3.05 -3.85 0.16  0.225
H 0.04 6.21 5.83  0.317
H -5.40 2.81 -4.65  -0.087
H 3.91 -2.53 2.75  0.338
H -1.19 -3.04 -4.25  0.032
H -5.49 0.20 0.02  0.381
H 3.73 -1.75 5.06  0.239
H 9.68 -3.37 4.44  0.311
H -3.40 -4.29 -3.62  0.326
H -5.70 3.41 -2.50  0.062
H 1.81 -3.26 -5.43  0.160
H -1.67 1.03 5.29  -0.152
H -1.00 -0.92 7.25  -0.057
H -5.16 -4.28 -6.01  0.338
H -5.51 -3.23 -4.52  0.166